Entry 1:
{
  "formula": "C12H14N",
  "method": "wB97M-V/def2-TZVPD",
  "symbols": ["C", "C", "C", "C", "C", "C", "C", "C", "C", "C", "C", "C", "N", "H", "H", "H", "H", "H", "H", "H", "H", "H", "H", "H", "H", "H", "H"],
  "positions_angstrom": [[2.272, 1.046, -0.283], [-2.565, 1.068, 0.855], [-3.191, 2.074, 1.454], [-2.906, -0.264, 0.016], [-4.149, -0.564, -0.328], [3.727, 0.671, -0.410], [-1.010, 0.994, 0.934], [3.324, -0.617, 0.214], [-1.609, -1.076, -0.364], [-0.500, -0.147, 0.066], [-0.935, -0.299, -1.376], [0.719, -0.735, 0.549], [1.950, -0.181, 0.064], [1.591, 1.786, -0.637], [-4.221, -1.513, -0.805], [-4.999, 0.067, -0.304], [4.190, 0.638, -1.433], [4.334, 1.406, 0.125], [-0.588, 1.967, 0.672], [-0.932, 0.596, 1.894], [3.548, -1.532, -0.223], [3.506, -0.651, 1.264], [-0.137, -0.827, -2.101], [-1.365, 0.592, -1.795], [-1.609, -2.120, -0.145], [0.843, -1.759, 0.419], [0.712, -0.620, 1.679]],
  "mulliken_charge": [-0.097, -0.137, -0.196, 0.533, -1.097, -0.514, -0.799, -0.574, -0.813, 1.076, -0.658, -1.083, 0.267, 0.449, 0.315, 0.341, 0.309, 0.325, 0.437, 0.468, 0.374, 0.287, 0.259, 0.300, 0.442, 0.455, 0.332],
  "relative_energy_ev": 8.1826,
  "total_charge": 1,
  "spin_multiplicity": 1,
  "homo_energy_ev": -11.98,
  "homo_lumo_gap_ha": 0.2615,
  "lumo_energy_ha": -0.179,
  "largest_force_ha_per_bohr": 0.092,
  "molar_mass_g_mol": 172.25
}


Entry 2:
{
  "formula": "C12H14N2O",
  "method": "wB97M-V/def2-TZVPD",
  "symbols": ["C", "O", "C", "C", "C", "C", "C", "C", "C", "C", "H", "H", "H", "H", "H", "H", "H", "H", "H", "H", "H", "N", "C", "C", "N", "C", "H", "H", "H"],
  "positions_angstrom": [[3.471, 0.561, -1.023], [2.052, 0.865, -0.967], [1.195, -0.099, -0.806], [-0.204, 0.157, -0.969], [-1.116, -0.926, -1.041], [-2.477, -0.691, -1.131], [-2.971, 0.620, -1.162], [-4.451, 0.830, -1.205], [-2.069, 1.697, -1.164], [-0.703, 1.484, -1.078], [3.957, 1.537, -1.064], [3.787, 0.004, -0.130], [3.695, -0.014, -1.934], [1.556, -1.119, -0.619], [-0.707, -1.934, -1.006], [-3.184, -1.524, -1.168], [-4.682, 1.899, -1.218], [-4.880, 0.357, -2.099], [-4.931, 0.363, -0.333], [-2.471, 2.711, -1.232], [0.007, 2.309, -1.084], [2.335, -2.168, 3.366], [1.838, -0.987, 3.840], [1.491, -0.178, 2.708], [1.771, -0.889, 1.584], [2.274, -2.089, 1.998], [1.738, -0.725, 4.886], [1.093, 0.826, 2.731], [2.585, -2.878, 1.320]],
  "mulliken_charge": [-0.646, -0.268, -0.169, 0.838, -0.654, -0.587, 1.083, -1.388, -0.598, -0.605, 0.251, 0.309, 0.307, 0.478, 0.381, 0.385, 0.347, 0.329, 0.331, 0.280, 0.423, -0.726, -0.349, -0.427, -0.041, -0.327, 0.358, 0.353, 0.328],
  "relative_energy_ev": 4.1106,
  "total_charge": 0,
  "spin_multiplicity": 1,
  "homo_energy_ev": -6.55,
  "homo_lumo_gap_ha": 0.1851,
  "lumo_energy_ha": -0.056,
  "largest_force_ha_per_bohr": 0.053,
  "molar_mass_g_mol": 202.26
}


Entry 3:
{
  "formula": "C12H14NO2",
  "method": "wB97M-V/def2-TZVPD",
  "symbols": ["C", "C", "C", "C", "C", "C", "C", "C", "C", "N", "H", "H", "H", "H", "H", "H", "H", "H", "H", "C", "C", "C", "O", "O", "H", "H", "H", "H", "H"],
  "positions_angstrom": [[-2.460, 0.955, -2.162], [-0.777, -1.248, 0.369], [-1.579, -1.116, -0.740], [-1.723, 0.257, -1.086], [-1.008, 0.920, -0.128], [-0.398, -2.539, 0.858], [-0.934, -3.669, 0.292], [-1.871, -3.493, -0.805], [-2.238, -2.254, -1.223], [-0.424, 0.015, 0.793], [0.216, -2.431, 1.740], [-0.598, -4.663, 0.533], [0.177, 0.579, 1.435], [-2.313, -4.416, -1.166], [-0.639, 1.918, 0.014], [-3.036, -2.115, -1.955], [-1.885, 1.812, -2.463], [-3.420, 1.292, -1.728], [-2.785, 0.442, -3.063], [2.494, 2.527, 0.927], [3.643, 1.622, 0.345], [1.805, 1.879, 2.179], [0.551, 2.079, 2.201], [2.499, 1.203, 2.946], [2.992, 3.482, 1.073], [1.828, 2.721, 0.080], [3.862, 0.854, 1.092], [4.515, 2.286, 0.243], [3.507, 1.102, -0.602]],
  "mulliken_charge": [-1.547, -0.433, 1.023, 0.218, -0.336, -0.376, -0.574, -0.425, -0.617, 0.069, 0.393, 0.369, 0.081, 0.347, 0.416, 0.318, 0.357, 0.276, 0.379, -0.289, -0.994, 0.459, -0.810, -0.705, 0.407, 0.166, 0.279, 0.276, 0.275],
  "relative_energy_ev": 0.9419,
  "total_charge": -1,
  "spin_multiplicity": 1,
  "homo_energy_ev": -4.75,
  "homo_lumo_gap_ha": 0.2963,
  "lumo_energy_ha": 0.122,
  "largest_force_ha_per_bohr": 0.050,
  "molar_mass_g_mol": 204.25
}